# CH4Br2Si

A cluster of 2 separate species, CH4Br2Si in total in a non-equilibrium geometry (ωB97M-V/def2-TZVPD, the Open Molecules 2025 dataset).

Computed properties:
HOMO energy (spin up / spin down), eV: -9.59 / -9.31
Kohn-Sham gap (spin up / spin down), eV: 7.4988 / 6.8236
2S+1: 1
M, g/mol: 203.9
Calculated total energy, hartree: -5477.91033

Last column: Mulliken charge in e.
Cartesian coordinates (Å):
C -0.508 0.692 -0.562  -0.451
Si 0.892 -0.192 0.388  0.545
Br -2.130 -1.513 0.276  -0.361
Br -1.388 2.136 0.040  0.083
H -0.646 0.338 -1.575  0.481
H 2.170 0.437 0.008  -0.106
H 1.204 -1.370 -0.270  -0.112
H 0.406 -0.528 1.696  -0.077


# C4H4KO6

A structure of composition C4H4KO6 in a non-equilibrium geometry (ωB97M-V/def2-TZVPD, the Open Molecules 2025 dataset).

Computed properties:
Total charge: -1
HOMO energy, eV: -4.57
Kohn-Sham gap, eV: 6.6762
2S+1: 1
M, g/mol: 187.2
Calculated total energy, hartree: -1206.24321

Last column: Mulliken charge in e.
Cartesian coordinates (Å):
O 1.296 1.511 0.681  -0.788
C 1.951 0.790 -0.117  0.644
O 2.888 1.134 -0.843  -0.739
K -0.612 2.689 0.960  1.066
O -1.441 0.347 0.442  -0.621
O -1.520 -0.125 -1.648  -0.674
C -1.743 0.799 -0.788  0.871
O -1.642 2.030 -0.979  -0.892
O 1.595 -0.533 -0.240  -0.344
C 0.607 -1.110 0.597  -0.373
C -0.764 -1.178 -0.058  -0.404
H 0.935 -2.136 0.809  0.339
H 0.547 -0.559 1.544  0.280
H -1.437 -1.800 0.553  0.323
H -0.659 -1.858 -0.913  0.311


# C74H71AsBClCsF6N16O5PS4Se

A structure of composition C74H71AsBClCsF6N16O5PS4Se in a non-equilibrium geometry (ωB97M-V/def2-TZVPD, the Open Molecules 2025 dataset).

Computed properties:
Total charge: -2
HOMO energy, eV: -2.30
Kohn-Sham gap, eV: 5.3184
2S+1: 1
M, g/mol: 1870.8
Calculated total energy, hartree: -11790.68201

Last column: Mulliken charge in e.
Cartesian coordinates (Å):
Cs -0.298 0.945 0.103  1.418
C 5.099 1.349 1.052  -1.319
C 3.781 0.954 1.318  -0.587
N 3.398 0.010 0.477  0.387
N 4.421 -0.229 -0.334  0.193
C 5.464 0.560 -0.017  -0.591
B 4.425 -1.230 -1.486  0.029
N 3.764 -0.636 -2.742  0.921
C 4.069 -0.972 -4.008  -0.648
C 3.147 -0.381 -4.846  -1.133
C 2.300 0.306 -3.970  -0.481
N 2.689 0.142 -2.719  0.306
N 3.637 -2.508 -1.147  0.552
C 4.155 -3.736 -0.972  -0.743
C 3.112 -4.634 -0.870  -0.645
C 1.975 -3.827 -1.000  -1.006
N 2.313 -2.563 -1.163  -0.460
H 5.691 2.088 1.559  0.486
H 3.117 1.316 2.080  0.618
H 6.390 0.502 -0.558  0.468
H 5.556 -1.533 -1.741  -0.239
H 4.912 -1.599 -4.225  0.423
H 3.091 -0.439 -5.917  0.472
H 1.421 0.894 -4.187  0.352
H 5.216 -3.900 -0.944  0.521
H 3.169 -5.702 -0.761  0.543
H 0.939 -4.109 -1.007  0.910
F -3.361 2.154 5.293  -0.235
C -3.531 1.544 4.116  0.182
F -4.482 2.213 3.458  -0.112
F -4.043 0.334 4.389  -0.225
S -1.891 1.356 3.197  0.746
O -2.237 1.046 1.852  -0.076
O -1.241 0.358 3.984  -0.494
N -1.308 2.801 3.443  -0.335
S 0.235 2.758 3.154  0.634
O 0.565 1.751 2.197  -0.431
O 0.837 4.041 3.046  -0.741
C 0.932 2.129 4.809  0.118
F 1.344 0.864 4.836  -0.021
F 0.019 2.265 5.782  -0.268
F 1.984 2.871 5.189  -0.271
N -4.203 2.893 0.354  0.669
P -3.451 1.876 -0.814  0.326
C -4.337 2.615 -2.268  0.864
C -4.534 3.993 -2.286  -0.650
C -5.029 4.630 -3.408  -0.735
C -5.346 3.894 -4.536  -0.903
C -5.191 2.519 -4.521  -0.648
C -4.684 1.888 -3.400  -0.235
C -4.539 0.411 -0.620  1.650
C -4.399 -0.647 -1.517  0.183
C -5.271 -1.719 -1.484  -1.033
C -6.265 -1.783 -0.518  -0.513
C -6.349 -0.785 0.436  -0.864
C -5.492 0.300 0.387  -1.008
C -3.466 3.807 1.034  -0.120
C -4.026 4.653 2.003  -1.106
C -3.198 5.542 2.654  -1.000
C -1.859 5.620 2.293  -1.043
C -1.414 4.768 1.299  -0.405
N -2.185 3.889 0.689  0.768
H -5.199 2.873 0.528  0.443
H -4.288 4.587 -1.419  0.333
H -5.153 5.706 -3.404  0.443
H -5.717 4.394 -5.421  0.345
H -5.449 1.934 -5.394  0.397
H -4.549 0.820 -3.404  0.084
H -3.577 -0.630 -2.220  0.018
H -5.164 -2.517 -2.206  0.407
H -6.950 -2.621 -0.498  0.384
H -7.092 -0.847 1.221  0.393
H -5.557 1.041 1.170  0.121
H -5.077 4.578 2.243  0.514
H -3.594 6.182 3.432  0.405
H -1.176 6.296 2.781  0.544
H -0.389 4.797 0.960  0.322
S -1.604 0.657 -2.979  0.294
C -1.807 1.196 -4.608  -0.014
C -2.663 0.539 -5.500  -0.887
C -2.871 1.036 -6.769  -0.588
C -2.222 2.187 -7.190  -1.025
C -1.334 2.817 -6.331  -0.105
C -1.108 2.335 -5.054  -0.330
As 0.079 3.144 -3.716  1.698
C -1.018 4.748 -3.456  0.614
C -1.577 4.929 -2.198  -0.541
C -2.266 6.091 -1.884  -0.050
C -2.454 7.065 -2.849  -1.044
C -1.942 6.872 -4.121  -0.978
C -1.220 5.730 -4.417  0.414
C 1.390 3.940 -4.955  0.375
C 1.906 3.226 -6.035  -0.629
C 2.941 3.736 -6.797  -0.810
C 3.508 4.961 -6.481  -0.660
C 3.026 5.673 -5.395  -0.625
C 1.978 5.165 -4.650  -0.496
H -3.166 -0.363 -5.176  0.405
H -3.546 0.524 -7.445  0.370
H -2.400 2.587 -8.182  0.381
H -0.798 3.697 -6.674  0.193
H -1.456 4.150 -1.455  0.541
H -2.650 6.237 -0.882  0.120
H -2.993 7.973 -2.608  0.407
H -2.091 7.623 -4.885  0.406
H -0.800 5.610 -5.408  0.185
H 1.475 2.264 -6.286  0.505
H 3.317 3.173 -7.641  0.407
H 4.336 5.344 -7.066  0.357
H 3.472 6.623 -5.124  0.416
H 1.588 5.745 -3.816  0.206
N 1.489 -1.464 7.521  -0.274
C 2.364 -2.049 6.667  -0.020
S 3.708 -2.805 7.259  -0.375
C 2.018 -2.060 5.252  1.604
C 3.001 -2.178 4.266  -0.980
C 2.617 -2.217 2.939  -1.175
N 1.352 -2.163 2.551  1.035
C 0.423 -2.007 3.478  -1.397
C 0.689 -1.962 4.833  -1.059
H 1.780 -1.364 8.480  0.245
H 0.812 -0.811 7.159  0.198
H 4.043 -2.208 4.547  0.602
H 3.336 -2.292 2.137  0.526
H -0.595 -1.908 3.134  0.666
H -0.123 -1.857 5.533  0.337
C 0.432 -5.347 4.256  -1.539
C -0.904 -5.852 3.720  2.754
C -1.410 -6.967 4.647  -2.125
C -1.927 -4.708 3.796  -2.327
C -0.791 -6.417 2.257  1.981
O -2.047 -6.980 1.910  -0.731
C 0.189 -7.622 2.121  -2.286
C 1.624 -7.426 1.604  -0.722
C 2.642 -6.997 2.621  -0.158
C 3.313 -5.786 2.510  0.795
C 4.286 -5.427 3.427  -1.039
C 4.591 -6.286 4.468  0.406
Cl 5.803 -5.849 5.621  -0.251
C 3.936 -7.501 4.597  -0.851
C 2.974 -7.851 3.670  0.028
C -0.390 -5.368 1.186  -1.095
N -1.369 -4.354 0.914  1.245
C -1.185 -3.037 0.700  -0.402
N -2.334 -2.481 0.385  0.012
C -3.207 -3.499 0.402  -0.602
N -2.664 -4.654 0.716  -1.292
H 0.286 -4.901 5.239  0.813
H 0.863 -4.591 3.608  -0.247
H 1.145 -6.159 4.357  -0.078
H -1.702 -6.547 5.606  0.490
H -0.638 -7.707 4.835  0.347
H -2.271 -7.459 4.205  0.415
H -2.117 -4.460 4.839  0.560
H -2.875 -4.991 3.345  0.335
H -1.556 -3.812 3.312  0.293
H -2.598 -6.271 1.526  0.676
H -0.317 -8.276 1.406  0.424
H 0.230 -8.165 3.061  0.258
H 1.645 -6.741 0.762  -0.119
H 1.944 -8.403 1.228  0.618
H 3.089 -5.112 1.696  0.090
H 4.804 -4.487 3.330  0.497
H 4.185 -8.166 5.410  0.427
H 2.472 -8.805 3.762  0.383
H -0.243 -5.927 0.251  0.235
H 0.536 -4.863 1.454  0.633
H -0.235 -2.540 0.765  0.821
H -4.250 -3.399 0.181  0.322
Se 0.880 6.231 -1.027  0.365
N 1.255 4.538 -1.241  -0.155
C 2.557 4.415 -1.492  -0.080
C 3.225 3.197 -1.727  0.481
C 4.564 3.239 -1.992  -0.723
C 5.268 4.461 -2.051  -0.926
C 4.648 5.661 -1.845  -0.752
C 3.274 5.664 -1.545  0.895
N 2.539 6.754 -1.320  -0.977
H 2.668 2.269 -1.706  0.498
H 5.099 2.317 -2.164  0.496
H 6.325 4.441 -2.274  0.408
H 5.176 6.601 -1.909  0.469


# CHBrO

The molecule CHBrO in a non-equilibrium geometry (ωB97M-V/def2-TZVPD, the Open Molecules 2025 dataset).

Computed properties:
HOMO energy (spin up / spin down), eV: -6.79 / -10.60
Kohn-Sham gap (spin up / spin down), eV: 7.7822 / 6.5595
2S+1: 3
M, g/mol: 108.9
Calculated total energy, hartree: -2687.79400

Last column: Löwdin spin population.
Cartesian coordinates (Å):
C -0.362 0.733 0.415  0.533
O 0.030 1.540 1.117  0.224
Br -2.604 0.574 -0.488  1.143
H 0.284 0.034 -0.073  0.099


# C5H12O

A cluster of 2 separate species, C5H12O in total (ωB97M-V/def2-TZVPD, the Open Molecules 2025 dataset).

Computed properties:
HOMO energy, eV: -8.94
Kohn-Sham gap, eV: 9.9353
2S+1: 1
M, g/mol: 88.1
SMILES: C/C=C/C.CO
Calculated total energy, hartree: -272.90153

Last column: Mulliken charge in e.
Cartesian coordinates (Å):
C -1.542 1.712 0.474  -1.207
C -0.480 0.791 1.003  -0.042
C 0.762 0.715 0.533  0.063
C 1.826 -0.191 1.080  -1.178
H -1.811 2.470 1.220  0.381
H -1.204 2.231 -0.429  0.283
H -2.464 1.171 0.226  0.298
H -0.763 0.146 1.838  0.265
H 1.049 1.346 -0.309  0.233
H 2.340 -0.728 0.274  0.261
H 1.404 -0.929 1.773  0.288
H 2.584 0.390 1.620  0.355
C -0.612 -1.540 -1.414  -0.467
O 0.541 -0.912 -1.935  -0.484
H -0.427 -2.023 -0.443  0.239
H -1.366 -0.762 -1.264  0.105
H -1.019 -2.287 -2.110  0.324
H 1.184 -1.601 -2.136  0.284


# C5H10O2

A structure of composition C5H10O2 in a non-equilibrium geometry (ωB97M-V/def2-TZVPD, the Open Molecules 2025 dataset).

Computed properties:
HOMO energy, eV: -9.50
Kohn-Sham gap, eV: 9.0405
2S+1: 1
M, g/mol: 102.1
Calculated total energy, hartree: -346.79071

Last column: Mulliken charge in e.
Cartesian coordinates (Å):
O 0.787 2.408 -0.643  -0.668
C -0.797 0.508 -1.810  -0.399
C -0.051 -0.418 -1.200  -0.936
C -0.222 -0.980 0.195  0.444
C 1.080 -1.211 0.992  -0.541
O 0.638 -0.414 2.092  -0.410
C -0.611 -0.155 1.452  -0.053
H -0.430 2.560 0.269  0.372
H -0.567 0.892 -2.800  0.199
H -1.735 0.840 -1.382  0.281
H 1.038 1.450 -0.616  0.369
H 0.656 -0.968 -1.824  0.279
H -0.834 -1.878 0.095  0.390
H 1.993 -0.819 0.519  0.319
H 1.226 -2.239 1.324  0.278
H -1.476 -0.489 2.050  0.272
H -0.694 0.915 1.286  -0.195


Q: Among the records above, which one has the lowest M?
A: C5H12O